Record 1
# CH8N2O3Rb

CH8N2O3Rb as an isolated structure (wB97M-V/def2-TZVPD, the Open Molecules 2025 dataset).

Geometry as ORCA input:
```
! wB97M-V def2-TZVPD RIJCOSX def2/J DEFGRID3
* xyz 1 1
N -1.5265 7.8148 -11.4496
H -1.8556 7.3576 -12.2750
H 0.3232 10.2142 -12.5574
Rb 1.0088 10.8165 -8.4733
C -0.6764 8.8648 -11.3754
O 3.1800 11.0056 -6.4571
H 3.6477 10.6249 -5.7027
O 1.5917 13.6244 -8.2544
H -1.8217 7.4668 -10.5532
H 1.3909 13.7797 -7.3209
H 2.1406 14.3732 -8.5216
H -0.7363 9.2038 -13.4218
O -0.2409 9.2469 -10.2748
H 3.5823 11.8747 -6.5829
N -0.3380 9.4622 -12.5398
*
```

Properties
maximum force	0.70	eV Å⁻¹
ΔE to the lowest compared entry with this formula, charge and spin	0.000	eV
E_HOMO	-0.4929	Ha
Kohn-Sham gap	10.342	eV

Record 2
# C2H4F3N

A single C2H4F3N molecule at a distorted geometry (wB97M-V/def2-TZVPD, the Open Molecules 2025 dataset).

Geometry as ORCA input:
```
! wB97M-V def2-TZVPD RIJCOSX def2/J DEFGRID3
* xyz 0 1
C 0.0923 0.2785 0.4354
H 1.1659 0.6642 0.4734
C -0.0692 -1.2079 0.2056
F 0.2367 0.7394 -1.7107
F -0.0672 2.4089 -0.2988
F -0.6321 0.6859 1.4926
H 0.6171 -1.3286 -0.6827
N -0.5266 1.0252 -0.6903
H -0.9841 -1.4251 -0.1937
H 0.1671 -1.8407 0.9692
*
```

Properties
maximum force	5.07	eV Å⁻¹
ΔE to the lowest compared entry with this formula, charge and spin	4.671	eV
E_HOMO	-0.4206	Ha
Kohn-Sham gap	12.461	eV

Record 3
# C6H8N

A 2-piece molecular cluster, C6H8N overall at a distorted geometry (wB97M-V/def2-TZVPD, the Open Molecules 2025 dataset).

Geometry as ORCA input:
```
! wB97M-V def2-TZVPD RIJCOSX def2/J DEFGRID3
* xyz 1 1
C -0.0682 -1.8918 -0.4067
C -0.2010 -0.6364 0.3685
H -0.0488 3.5658 0.9170
C -0.6766 3.4150 1.8492
H -0.3004 -1.1807 -2.5348
N 1.1928 -2.0086 -1.0446
H 1.8485 -1.2478 -1.1456
C 0.2394 2.4115 2.0649
H -0.3860 -2.8673 -2.2144
H -0.4139 -2.7187 0.1896
C -0.4146 0.4411 0.9263
H -1.7692 3.1807 1.6492
C -0.1058 -1.8873 -1.8227
H 1.7102 -2.9284 -1.0819
H -0.6063 4.3529 2.2862
*
```

Properties
maximum force	5.76	eV Å⁻¹
ΔE to the lowest compared entry with this formula, charge and spin	10.849	eV
E_HOMO	-0.4775	Ha
Kohn-Sham gap	8.930	eV

Record 4
# C7H4FNNaO4

C7H4FNNaO4 as an isolated structure at a distorted geometry (wB97M-V/def2-TZVPD, the Open Molecules 2025 dataset).

Geometry as ORCA input:
```
! wB97M-V def2-TZVPD RIJCOSX def2/J DEFGRID3
* xyz -1 1
C 0.7307 0.3642 -1.0298
O -2.2767 -1.3810 2.2469
Na -3.2427 -1.2041 -1.6524
O 3.0428 1.7245 -1.5162
H -1.0129 -0.7665 -1.5076
H 1.0035 0.5644 -2.0553
F -3.1243 -0.7841 -3.4741
C 1.2195 0.6339 1.3241
C -0.7434 -0.6029 0.6374
C 1.5081 0.8424 -0.0055
O 3.4502 1.9889 0.5713
H -0.2141 -0.2739 2.6646
O -2.6256 -1.9337 0.0789
N 2.7406 1.6357 -0.3481
C -0.4032 -0.3742 -0.6994
C -2.0037 -1.3819 1.0443
C 0.0769 -0.0894 1.6378
H 1.8744 1.0374 2.0831
*
```

Properties
maximum force	1.78	eV Å⁻¹
E_HOMO	-0.2276	Ha
Kohn-Sham gap	8.342	eV

Record 5
# C32H64BO13P

A 8-piece molecular cluster, C32H64BO13P overall at a distorted geometry (wB97M-V/def2-TZVPD, the Open Molecules 2025 dataset).

Geometry as ORCA input:
```
! wB97M-V def2-TZVPD RIJCOSX def2/J DEFGRID3
* xyz 0 1
C 3.3436 4.7490 3.2905
H 1.9409 -0.1352 -2.6248
H -6.4582 3.7339 -2.2536
H 0.6211 4.5392 2.5370
C 2.8881 6.1793 3.5064
C -6.3997 2.3959 0.2477
C 4.5866 -2.4446 0.9953
C 1.3234 0.9935 -0.2350
C 3.6573 -3.4083 6.3159
C 6.5189 0.8166 -3.8704
H 5.6446 -1.0719 -6.4283
H -3.2394 -0.8634 -5.4313
C 4.2942 -2.1390 -1.3181
C -3.1616 -1.8787 -5.8354
O 0.5728 -0.2039 -0.4244
H 1.0116 5.4607 1.0693
O 1.0438 -2.7132 -1.9414
H 5.3613 -5.4779 5.3927
H 7.2195 1.6332 -3.6879
O -1.9659 1.6505 -2.4715
O 1.8321 1.5340 -1.4664
H 2.7053 -2.9271 4.4284
C -6.6648 2.6732 -2.0763
C 3.4967 -2.3540 -0.0504
H 4.9224 -1.4384 1.2697
H -5.2155 3.0399 4.6415
H 4.4297 4.6420 3.2979
H 3.3115 4.8245 1.1447
H 3.5742 6.8908 3.0341
C 1.1651 0.7104 -2.4646
C -5.2942 1.6613 -0.4822
H -4.6144 1.0782 3.4233
C 5.1019 -3.3779 5.8690
P 0.0216 -1.7694 -2.6204
H 5.5652 -4.2560 0.3154
C -4.6415 -3.1497 -4.5181
H 2.9308 4.1032 4.0726
H -8.2042 3.2707 -0.6420
H -8.5085 1.1205 4.5092
H 2.5850 3.3430 1.7883
C -0.0257 -0.0754 -1.7458
C 5.6470 -0.7654 -5.3797
H 2.7953 6.4352 4.5646
H 0.3628 -1.4895 -3.9950
C 1.3862 5.1517 2.0476
O 1.6120 6.3087 2.8660
H 5.4119 -1.6377 -4.7608
O -2.3606 -2.6519 -4.9289
O 5.5533 -2.8031 -1.1356
O 1.5322 1.6067 0.8169
H -4.5076 -3.3454 -6.6520
H 7.7027 -0.8620 -4.6383
O -2.3392 0.3227 -0.4554
C -7.4782 2.4740 -0.8113
O -6.6678 0.8350 3.5955
H 2.9562 -3.3035 -0.1061
H 5.3104 -2.4357 5.3518
H 3.3038 -2.4606 6.7254
H -8.0188 1.5231 -0.8605
C 2.9415 -3.8049 5.0398
H 5.8175 -3.4841 6.6860
C -2.5418 -1.1025 -0.2959
H 6.3833 0.2660 -2.9336
H -5.3243 -1.8557 -6.1514
C -5.4301 2.1044 5.1683
H 2.7725 -1.5603 0.1366
C -7.5823 1.6681 4.3217
H -3.2860 -1.2291 0.5702
C -5.3707 0.9397 4.1997
O -5.4097 2.0093 -1.8702
H -7.2368 3.0335 5.9938
C -4.5197 -2.5488 -5.9010
H 6.6838 -2.9054 0.6011
C -6.8796 2.0805 5.6001
C 5.1748 1.2893 -4.3879
H -2.6702 -1.8292 -6.8092
H 5.8993 -4.3816 4.1025
H -6.7159 1.8894 1.1615
H 7.3832 0.4367 -5.7992
O 4.6242 0.2133 -5.1584
H -5.3495 -3.9777 -4.4590
C 2.7066 4.4133 1.9599
H -4.9552 -2.3795 -3.8055
C 5.1515 -4.5303 4.8851
H -7.1568 2.2620 -2.9608
C -3.2136 -3.5706 -4.2300
H -3.0098 -4.5754 -4.6141
H -4.3003 1.9283 -0.1187
H -5.4166 0.5758 -0.3981
H -2.9816 -1.6266 -1.2095
H -7.8115 2.5385 3.6967
C 5.6855 -3.1694 0.2440
B -1.4771 0.6347 -1.5631
H 2.0177 -4.3556 5.2301
H 0.9954 1.1787 -3.4883
H 4.4977 -1.0740 -1.4834
H -2.9781 -3.5515 -3.1628
H -6.0664 3.4050 0.5128
H 4.2801 -2.9629 1.9062
H -1.2759 -2.3468 -2.4603
H -4.7234 2.0083 5.9941
H -1.5925 -1.6613 0.0363
C 6.9607 -0.1311 -4.9636
H -2.9201 1.8058 -2.2545
H -5.1670 -0.0014 4.7215
H 4.4870 1.5546 -3.5813
H 5.2857 2.1533 -5.0525
H -7.0251 1.3157 6.3701
H 3.5204 -4.1829 7.0777
H 3.7926 -2.5389 -2.2019
O 3.8487 -4.6281 4.2936
*
```

Properties
maximum force	4.65	eV Å⁻¹
ΔE to the lowest compared entry with this formula, charge and spin	0.000	eV
E_HOMO	-0.3287	Ha
Kohn-Sham gap	9.318	eV

Record 6
# C32H92N4O20

A 12-piece molecular cluster, C32H92N4O20 overall at a distorted geometry (wB97M-V/def2-TZVPD, the Open Molecules 2025 dataset).

Geometry as ORCA input:
```
! wB97M-V def2-TZVPD RIJCOSX def2/J DEFGRID3
* xyz 0 1
C -3.2032 -1.5726 -1.7943
H 0.7293 6.3077 -2.3794
N 0.5184 -0.6468 1.2446
C 5.9376 -1.2909 -4.8500
H -4.4352 1.3859 -1.0033
H 1.5229 2.6588 4.1051
H 1.8014 3.4470 1.6622
H -0.5398 6.5955 -0.5394
C 5.7846 -3.0491 -7.5174
O 6.8107 -2.9242 -6.5625
H -1.3132 -2.9302 3.3997
H 0.5003 1.6276 -1.2329
O 2.1888 3.1417 3.6010
O 0.3163 2.9501 6.0061
C -0.1169 0.0843 0.1124
H -0.6801 0.1465 -6.1318
H 0.5032 0.9046 6.5900
H -0.9374 0.0962 4.8203
H -5.2445 2.2569 2.9322
H -6.3312 -1.1909 1.2226
H 0.7937 -5.9744 4.6470
H 3.2018 2.4221 -0.4355
H -4.9340 -1.2000 -0.9832
H 3.2614 0.5201 3.5418
C -2.0555 -3.3148 4.0998
C -6.2768 -1.5583 2.2536
H -7.1100 1.4776 -0.3165
H -3.6093 -1.5466 2.5693
H 2.0604 5.8824 1.7562
H -2.0449 -2.6841 4.9985
H -4.5631 -1.6650 4.1119
H 0.3235 -1.6461 1.2214
H 0.5599 0.0426 3.1888
H 4.7321 -0.1756 0.4055
H -4.8458 3.6949 1.9526
C 0.2586 5.4226 -1.9320
C 2.9572 1.6247 -1.1521
H 5.7837 0.3398 -3.6255
H -2.2663 -1.0389 -1.9303
H 1.2118 -3.1311 -2.4691
H -9.2639 1.3304 2.5333
O 2.7935 5.8672 3.6340
H -9.0065 2.5884 1.3986
O -5.3559 -2.5696 2.4606
C 2.6055 5.2061 2.4061
O 1.7282 -1.1315 -2.6469
N -3.2949 -4.2214 2.2457
H -1.4028 1.3592 1.3450
C 1.5853 -5.1948 2.9866
H -4.0719 -4.1007 4.2558
C -0.1307 1.5614 5.9930
H -0.4368 3.5185 6.1622
H 6.1918 -3.6789 -8.3171
H 4.3484 -0.2201 -5.9750
H 1.1118 4.9924 -1.3767
O -7.3588 1.4330 1.7302
H 4.9959 -2.3273 -1.1287
H -3.9972 -3.9127 1.5802
H 3.4814 4.7663 1.9245
O 5.1555 0.6463 0.7147
H -3.5186 2.3936 -0.1044
H 0.2811 -0.5574 -3.3958
C -4.1731 -2.2105 3.2448
O -0.6999 5.7279 -0.9131
H 3.7226 -2.8017 -2.9612
H 5.7095 0.2909 2.6903
C -1.4563 0.5887 0.5669
H 1.8676 -5.8956 2.1760
O -4.2303 -0.6896 -1.4035
C 1.2105 -3.9066 2.3173
O 0.5393 -5.7402 3.7573
C -0.3456 1.0153 4.6121
O 2.1187 0.6207 -0.6212
H 1.5115 -2.3452 -0.9130
C 6.9409 -1.6700 -5.9364
C -8.7242 1.5311 1.6107
H -2.1725 -0.2147 0.6546
H 0.6028 1.4039 -4.3431
C 1.8417 -2.3993 -1.9627
H -1.8540 1.2700 -0.1973
H -0.8075 3.6357 -2.3882
H -3.9042 -3.1160 -0.3325
H 2.8438 1.0252 1.9518
H -2.0614 -4.3562 -0.4498
H 7.9222 -1.7675 -5.4483
H 2.5617 -5.1595 3.4970
H 3.6331 -1.5427 2.9135
O -2.1935 -3.7403 -1.1754
N 6.4078 0.0158 -4.3802
H -0.2615 -0.7068 -0.6351
C 4.5388 -1.1210 -5.3861
H 2.0012 -0.5085 -1.9073
H -5.0008 0.7525 1.0709
C 3.2939 -2.8589 -1.9520
H 1.0566 -3.1353 3.0887
H -6.2767 -0.7374 2.9727
H 3.9391 1.2622 -1.4416
H -1.1223 1.5329 6.4721
O -0.0118 -4.0840 1.6405
H 4.8185 -3.4585 -7.2216
H -9.1703 0.9889 0.7624
H -0.9721 1.6513 3.9764
H -3.6462 2.4407 2.2050
H -3.4308 -5.2202 2.3726
H -0.6077 1.6547 -3.0562
H 3.1979 5.2515 4.2566
C -5.1912 1.8213 0.8366
H 5.6474 -2.0713 -8.0084
C -0.2424 4.3937 -2.9068
C 4.9440 0.8219 2.0967
C -3.4845 -3.5029 3.5533
C -0.4290 1.1833 -4.0251
H 7.2457 -0.0974 -3.7931
H -3.4722 -2.0260 -2.7573
C -2.9921 -2.6491 -0.7567
H 3.3594 -3.8676 -1.5209
H 0.8951 1.9396 0.4841
C -6.6698 1.9105 0.5948
C 0.8449 1.1702 -0.2957
H 1.0515 4.3375 -4.3530
H 7.0747 -0.8662 -6.6722
O -0.5052 -0.2387 -3.9196
C 3.5481 0.3842 2.4964
H -0.8875 4.7949 -3.6918
C -4.7148 2.6143 2.0463
C -1.3534 1.6976 -5.1288
O 0.9045 3.8429 -3.5423
H 1.5368 -0.5853 1.2206
H 2.0251 -3.6307 1.6518
O 3.2861 -0.9984 2.2028
H -7.2759 -2.0091 2.3719
H 5.0946 1.8920 2.2464
H -1.6601 -4.3266 4.2592
H -1.0687 2.7298 -5.3156
H 2.4804 2.1010 -2.0211
O 4.1217 -1.9236 -1.1708
C 1.6704 4.0134 2.6220
H 3.9271 -0.8753 -4.4974
H 4.1054 -1.9911 -5.8586
H -6.9457 2.9820 0.4788
O 0.8566 0.4695 4.0256
H -0.5608 -4.7124 2.1291
H -2.5883 -2.1067 0.1240
O -1.0836 0.9987 -6.3452
N -4.4690 2.2148 -0.4115
H -2.3965 1.4686 -4.8791
H 0.5957 4.2041 2.6634
H 5.9273 -2.0194 -4.0311
*
```

Properties
maximum force	2.70	eV Å⁻¹
ΔE to the lowest compared entry with this formula, charge and spin	2.505	eV
E_HOMO	-0.3377	Ha
Kohn-Sham gap	9.409	eV

The highest E_HOMO belongs to which entry? C7H4FNNaO4